Here is an isolated molecule of C18H24N2O2 at a distorted geometry from the Open Molecules 2025 dataset. Energies are from wB97M-V/def2-TZVPD.

**Energy above the lowest of the compared OMol25 structures with the same formula, charge and spin**: 43.39 kcal per mole
**HOMO energy**: -8.609 eV
**E_LUMO**: 0.1 eV

Element x y z (Å)
1 C -1.88592 2.91974 -3.13184
2 C -0.82138 1.78045 -3.08287
3 C -0.59388 1.25014 -1.63855
4 C -0.33849 2.39610 -0.61955
5 C 0.37190 1.89851 0.67301
6 C 0.14494 0.39168 0.90419
7 N 0.62827 -0.08520 2.22930
8 C 0.57142 -1.40169 2.51219
9 C 0.91850 -2.02348 3.80595
10 C 1.02648 -3.41609 3.87212
11 C 1.21842 -4.08456 5.08286
12 C 1.28321 -3.35436 6.27786
13 C 1.17103 -1.95561 6.22903
14 C 0.99103 -1.29498 4.97248
15 O 0.90319 0.06059 4.87357
16 C 0.81298 -0.35379 -0.23658
17 C 0.58173 0.25186 -1.63699
18 N 0.31755 -0.79251 -2.59624
19 C -0.41128 -0.61601 -3.76712
20 O -0.40516 -1.53249 -4.53806
21 C -1.30791 0.60778 -3.96742
22 C -1.33113 0.97789 -5.44941
23 H -2.85108 2.53566 -2.88260
24 H -1.65554 3.69788 -2.37612
25 H -1.93589 3.35070 -4.15569
26 H 0.11879 2.21325 -3.52032
27 H -1.52662 0.73975 -1.29358
28 H -1.30613 2.83044 -0.38491
29 H 0.30085 3.16829 -1.05226
30 H 1.44855 2.06022 0.46383
31 H 0.04602 2.48725 1.53385
32 H -0.93112 0.16422 0.88389
33 H 0.19976 -2.08010 1.73494
34 H 0.97584 -3.99011 2.98766
35 H 1.33610 -5.16201 5.14115
36 H 1.40802 -3.86820 7.23798
37 H 1.19993 -1.33954 7.09665
38 H 0.83957 0.29355 3.92505
39 H 0.44621 -1.38834 -0.24220
40 H 1.92470 -0.36626 -0.00126
41 H 1.47103 0.85754 -1.88790
42 H 1.05745 -1.46118 -2.74868
43 H -2.35235 0.35522 -3.71282
44 H -1.60428 0.12556 -6.07997
45 H -0.36597 1.38923 -5.73138
46 H -2.08934 1.76299 -5.70328

These are the natural (NBO) partial charges, in e, on atoms 1 to 4: atom 1 (C): -0.614, atom 2 (C): -0.186, atom 3 (C): -0.223, atom 4 (C): -0.398